Molecular formula: C3H9NO2S3
Method: DFT, wB97M-V/def2-TZVPD

The geometry in XYZ format:
```
18
Properties=species:S:1:pos:R:3:forces:R:3
C -1.7356 0.3115 1.3492 1.91 2.29 -1.13
C 0.2916 -1.2369 1.3674 0.19 0.15 1.06
C 0.0112 -0.1251 -3.4076 -0.20 -0.47 2.12
N -0.2653 0.0888 1.3003 -1.16 0.31 0.63
O 0.9815 2.1901 1.3177 -0.35 -0.31 -2.16
O 1.5590 0.1774 -0.2460 0.67 0.87 -0.34
S 1.6184 -0.5333 -3.2957 1.72 0.46 0.36
S -0.9136 0.3474 -2.1591 -1.13 0.08 -1.04
S 0.4290 1.0306 0.1527 1.10 2.04 2.20
H -1.9547 1.1790 2.0133 0.02 -0.60 -0.59
H -1.9748 0.5249 0.2873 -0.92 0.04 0.83
H -2.2289 -0.5305 1.6848 -0.99 -1.81 0.64
H 0.2691 -1.5984 0.3925 -0.26 -1.63 -1.63
H 1.3713 -1.2002 1.5842 -0.65 -0.15 0.63
H -0.3221 -1.8100 2.0632 0.41 -0.13 -0.01
H -0.3979 -0.4908 -4.2837 -1.06 -0.17 -2.05
H 1.7988 0.0376 -2.0381 0.04 -0.58 -0.58
H 1.4630 1.6376 1.9175 0.64 -0.39 1.06
```
Positions in Å, forces in eV/Å.

- gap between HOMO and LUMO (eV) = 8.13
- energy above the lowest of the compared OMol25 structures with the same formula, charge and spin (eV) = 1.157
- total charge = 0